(1)
The following is a quantum chemistry calculation of a molecular structure, C12H14BF5N6Zn, from the Open Molecules 2025 dataset.

Its LUMO energy is -0.151 eV. Its maximum force is 6.4 eV Å⁻¹. Its HOMO energy is -6.80 eV. The total energy is -84291.47439 eV. As for the energy above the lowest of the compared OMol25 structures with the same formula, charge and spin: 0.0 kJ/mol. The value obtained for the gap between HOMO and LUMO is 6.64 eV. As for the total charge: 0. Its multiplicity is 1.

Last column: Mulliken charge in e.
Element x y z (Å)
H (3.35, 0.27, 1.52)  0.501
N (1.76, 0.16, 0.14)  0.724
B (0.25, 0.25, -1.96)  0.036
N (1.62, 0.05, -1.21)  -0.167
C (2.83, -0.12, -1.74)  -0.084
Zn (-0.53, 0.82, 1.44)  -0.174
H (2.95, -0.22, -2.80)  0.492
C (3.78, -0.06, -0.70)  -1.154
H (4.83, -0.13, -0.75)  0.460
C (3.07, 0.13, 0.48)  -0.042
H (0.33, 0.28, -3.16)  -0.110
C (-2.08, 1.10, 2.54)  -1.009
H (-1.89, 0.80, 3.59)  0.335
H (-2.57, 0.31, 1.94)  -0.030
H (-2.58, 2.07, 2.45)  0.423
N (-0.26, 1.63, -1.38)  0.001
N (-0.82, -0.82, -1.58)  -0.030
N (-0.37, 1.88, 0.02)  0.265
N (-1.17, -0.87, -0.25)  0.292
C (-0.55, 2.74, -2.05)  -0.013
C (-1.57, -1.68, -2.31)  -0.241
H (-0.44, 2.75, -3.12)  0.453
H (-1.40, -1.77, -3.38)  0.441
C (-0.92, 3.73, -1.15)  -1.034
C (-2.46, -2.31, -1.44)  -1.076
C (-0.84, 3.19, 0.12)  -0.296
C (-2.19, -1.74, -0.16)  -0.270
H (-1.19, 4.73, -1.41)  0.397
H (-3.19, -3.06, -1.66)  0.410
H (-1.18, 3.58, 1.07)  0.492
H (-2.71, -1.91, 0.77)  0.424
H (1.15, 0.82, 0.60)  0.257
F (-0.89, -1.86, 2.97)  -0.288
C (0.36, -1.51, 2.49)  -0.010
F (1.12, -1.19, 3.57)  -0.309
C (0.96, -2.72, 1.79)  0.729
F (1.05, -3.78, 2.64)  -0.298
F (0.20, -3.10, 0.74)  -0.235
F (2.21, -2.47, 1.33)  -0.262

(2)
The following is a quantum chemistry calculation of a molecular structure, C3H6GdO3, from the Open Molecules 2025 dataset.

Its LUMO energy (alpha / beta) is -9.654 / -10.529 eV. Its maximum force is 5.0 eV Å⁻¹. Its HOMO energy (alpha / beta) is -14.96 / -15.58 eV. The total energy is -30155.73727 eV. As for the energy above the lowest of the compared OMol25 structures with the same formula, charge and spin: 1073.9 kJ/mol. The value obtained for the gap between HOMO and LUMO (alpha / beta) is 5.31 / 5.05 eV. As for the total charge: +2. The expectation value of S² is 20.03. Its multiplicity is 9.

Last column: Mulliken charge in e.
Element x y z (Å)
C (-1.37, 0.84, -0.30)  -0.306
C (-0.71, -0.18, 0.40)  -0.352
O (0.40, -0.75, -0.26)  -0.060
C (1.08, -1.72, 0.33)  0.330
O (2.00, -2.00, -0.58)  -0.407
Gd (1.81, -0.70, -2.62)  1.423
H (-2.44, 0.88, -0.10)  0.274
H (-0.86, 1.23, -1.19)  0.116
H (-1.28, -0.94, 0.93)  0.392
H (2.60, -2.70, -0.29)  0.373
H (-0.34, 1.08, 1.56)  0.518
O (-0.80, 2.23, 1.28)  -0.635
H (-0.10, 2.71, 0.85)  0.335

(3)
The following is a quantum chemistry calculation of a molecular structure, C33H35N4O8Pt, from the Open Molecules 2025 dataset.

Its LUMO energy is 1.507 eV. Its maximum force is 0.6 eV Å⁻¹. Its HOMO energy is -3.97 eV. The total energy is -60374.87222 eV. As for the energy above the lowest of the compared OMol25 structures with the same formula, charge and spin: 13.1 kJ/mol. The value obtained for the gap between HOMO and LUMO is 5.48 eV. As for the total charge: -1. Its multiplicity is 1.

Last column: Mulliken charge in e.
Element x y z (Å)
Pt (-1.65, 0.21, 0.98)  0.846
C (6.07, -1.12, -2.50)  -1.025
O (4.69, -0.90, -2.33)  -0.375
C (3.86, -1.22, -3.37)  0.567
C (4.28, -1.78, -4.56)  -0.374
C (3.35, -2.06, -5.56)  -0.756
C (2.02, -1.75, -5.37)  -1.162
C (1.60, -1.16, -4.17)  0.098
C (2.50, -0.92, -3.15)  0.111
N (2.17, -0.34, -1.93)  0.270
C (0.99, -0.42, -1.17)  -0.135
N (0.14, -1.40, -1.58)  0.084
C (-1.07, -1.94, -1.06)  0.717
C (-1.91, -1.44, -0.05)  -0.801
C (-3.04, -2.21, 0.26)  -0.891
C (-3.36, -3.39, -0.37)  -0.912
C (-2.54, -3.87, -1.39)  -0.585
C (-1.41, -3.15, -1.71)  1.235
O (-0.57, -3.55, -2.74)  -0.446
C (-0.23, -4.92, -2.76)  -1.003
N (0.77, 0.36, -0.19)  0.150
C (1.69, 1.34, 0.19)  -0.423
C (2.26, 1.21, 1.46)  -0.381
C (3.20, 2.09, 1.95)  -0.985
C (3.59, 3.17, 1.17)  -0.428
C (3.01, 3.35, -0.07)  -0.504
C (2.05, 2.48, -0.57)  0.719
O (1.56, 2.83, -1.79)  -0.530
C (0.22, 2.49, -2.17)  -0.419
H (6.55, -0.79, -1.59)  0.247
H (6.46, -0.55, -3.35)  0.404
H (6.29, -2.19, -2.66)  0.363
H (5.32, -2.01, -4.72)  0.393
H (3.68, -2.51, -6.49)  0.384
H (1.29, -1.94, -6.14)  0.400
H (0.56, -0.89, -4.04)  0.513
H (2.92, 0.13, -1.45)  0.371
H (0.53, -2.03, -2.26)  0.264
H (-3.70, -1.84, 1.04)  0.306
H (-4.25, -3.94, -0.10)  0.375
H (-2.77, -4.78, -1.92)  0.234
H (-1.07, -5.54, -3.10)  0.330
H (0.08, -5.26, -1.77)  0.400
H (0.59, -5.03, -3.47)  0.260
H (1.92, 0.36, 2.04)  0.507
H (3.61, 1.94, 2.94)  0.401
H (4.33, 3.87, 1.53)  0.368
H (3.28, 4.20, -0.69)  0.419
H (-0.08, 3.27, -2.87)  0.362
H (-0.47, 2.47, -1.33)  0.183
H (0.19, 1.53, -2.69)  0.051
C (-4.27, 0.71, -1.79)  -1.568
C (-3.59, 1.67, -0.81)  1.983
C (-3.52, 3.07, -1.43)  -1.877
C (-4.41, 1.74, 0.48)  -1.728
O (-2.27, 1.26, -0.60)  -0.371
H (-5.28, 1.04, -2.07)  0.431
H (-4.34, -0.29, -1.35)  0.272
H (-3.67, 0.63, -2.70)  0.304
H (-4.52, 3.47, -1.64)  0.439
H (-2.96, 3.03, -2.36)  0.297
H (-3.01, 3.75, -0.75)  0.364
H (-5.45, 2.03, 0.27)  0.433
H (-3.98, 2.46, 1.18)  0.363
H (-4.41, 0.77, 0.98)  0.285
O (-1.02, -0.50, 2.89)  -0.807
C (-1.16, 0.65, 3.42)  0.967
O (-1.44, 1.66, 2.74)  -0.813
C (-1.00, 0.77, 4.91)  -0.172
C (-1.09, 2.02, 5.50)  -0.383
C (-0.95, 2.15, 6.88)  -0.550
C (-0.72, 1.00, 7.62)  0.123
C (-0.63, -0.26, 7.05)  -0.469
C (-0.77, -0.37, 5.68)  -0.377
N (-0.57, 1.13, 9.09)  1.008
O (-0.36, 0.12, 9.73)  -0.624
O (-0.67, 2.24, 9.58)  -0.623
H (-1.27, 2.88, 4.87)  0.466
H (-1.01, 3.11, 7.37)  0.467
H (-0.45, -1.12, 7.68)  0.465
H (-0.71, -1.33, 5.19)  0.497